No. 1
C18H24F2IOP | ωB97M-V/def2-TZVPD

Last column: Löwdin charge in e.
Element x y z (Å)
C -0.94 -1.42 1.10  -0.097
C -1.24 -0.21 0.24  -0.492
C -0.99 -0.54 -1.23  -0.078
C -2.63 0.38 0.50  -0.373
P -4.02 -0.89 0.59  0.833
C -5.40 -2.29 0.71  -0.399
C -5.74 -2.71 -0.67  -0.947
O -6.43 -2.05 -1.42  -0.030
I -4.70 -4.45 -1.44  0.738
H -1.54 -2.28 0.80  0.067
H -1.18 -1.23 2.14  0.074
H 0.09 -1.73 0.99  0.053
H -0.51 0.54 0.50  0.111
H -1.82 -1.06 -1.71  0.059
H -0.10 -1.14 -1.30  0.076
H -0.82 0.36 -1.80  0.062
H -2.58 0.93 1.44  0.073
H -2.84 1.13 -0.27  0.074
H -3.55 -1.51 -0.60  0.011
H -3.63 -1.25 1.90  0.025
H -5.02 0.10 0.48  0.033
H -4.95 -3.12 1.23  0.039
H -6.31 -1.95 1.19  0.080
F 2.46 -1.90 0.56  0.048
C 3.00 -1.52 1.74  -0.293
C 3.10 -2.44 2.76  -0.017
C 3.65 -2.04 3.97  -0.084
C 4.07 -0.73 4.14  -0.097
C 3.95 0.18 3.10  -0.082
C 3.41 -0.21 1.89  -0.015
H 2.76 -3.45 2.60  0.118
H 3.74 -2.75 4.77  0.104
H 4.50 -0.42 5.09  0.101
H 4.28 1.20 3.24  0.105
H 3.31 0.48 1.06  0.112
F 1.11 1.98 -1.07  0.048
C 1.58 2.66 -2.13  -0.286
C 2.89 2.46 -2.52  -0.017
C 3.37 3.16 -3.62  -0.083
C 2.55 4.04 -4.30  -0.096
C 1.23 4.22 -3.89  -0.083
C 0.74 3.53 -2.80  -0.018
H 3.52 1.77 -1.98  0.115
H 4.39 3.01 -3.94  0.105
H 2.93 4.59 -5.16  0.101
H 0.59 4.91 -4.42  0.105
H -0.28 3.65 -2.46  0.117

## Properties
HOMO, eV: -8.49
LUMO level, eV: 0.63
Structure (SMILES): CC(C)C[PH3]CC(=O)I.Fc1ccccc1.Fc1ccccc1
HOMO-LUMO gap, eV: 9.129

No. 2
C18H24I2N2O3RuS2Ti | ωB97M-V/def2-TZVPD

Last column: Löwdin spin population.
Element x y z (Å)
I 1.89 1.73 -2.85  0.938
I 1.03 -2.67 -3.47  1.056
Ti -0.73 -1.86 -0.78  0.859
Ru 0.05 0.43 -0.37  1.124
S -0.77 -0.34 -2.45  0.200
S 1.47 -1.43 -0.57  0.371
C -1.55 1.15 0.03  0.048
C -2.59 0.10 -3.41  0.041
C 2.30 -2.00 1.17  0.054
C -2.56 -0.74 -4.67  0.003
C -3.73 -0.27 -2.50  0.011
C -2.37 1.58 -3.64  0.007
C 3.01 -3.29 0.80  0.012
C 1.22 -2.19 2.21  0.020
C 3.26 -0.85 1.42  0.008
C -1.93 -2.99 -2.06  0.033
C -0.14 -3.88 -0.33  0.030
O -2.62 1.65 0.17  0.038
O -2.29 -3.68 -2.93  0.031
O 0.29 -4.96 -0.44  0.025
H -2.57 -1.81 -4.43  0.001
H -1.66 -0.51 -5.25  0.001
H -3.46 -0.50 -5.28  0.001
H -3.67 -1.33 -2.23  0.000
H -4.68 -0.09 -3.05  0.004
H -3.73 0.35 -1.59  0.001
H -2.30 2.11 -2.68  0.001
H -3.19 2.02 -4.21  0.003
H -1.44 1.73 -4.20  0.002
H 3.58 -3.65 1.68  0.003
H 3.70 -3.09 -0.04  0.002
H 2.30 -4.06 0.50  0.000
H 1.72 -2.49 3.15  0.004
H 0.55 -3.00 1.88  0.001
H 0.66 -1.26 2.37  0.006
H 3.94 -1.07 2.26  0.002
H 2.69 0.06 1.66  0.001
H 3.86 -0.66 0.52  0.001
N 2.25 3.42 1.79  0.074
C 2.01 2.61 0.72  0.010
N 0.92 1.89 0.98  0.112
C 0.39 2.28 2.21  0.085
C -0.68 1.74 2.92  0.251
C -0.89 2.25 4.21  0.004
C -0.02 3.20 4.77  0.187
C 1.09 3.69 4.05  0.278
C 1.25 3.25 2.75  0.018
H 3.04 4.04 1.92  0.001
H 2.54 2.69 -0.22  0.018
H -1.31 0.96 2.49  0.013
H -1.74 1.88 4.78  -0.003
H -0.21 3.52 5.80  0.005
H 1.83 4.37 4.47  0.008

## Properties
Total charge: +4
Multiplicity: 7
HOMO (alpha / beta), eV: -20.63 / -20.52
LUMO level (alpha / beta), eV: -13.85 / -15.93
HOMO-LUMO gap (alpha / beta), eV: 6.771 / 4.594
ΔE to the lowest compared entry with this formula, charge and spin, kcal/mol: 41.0

No. 3
C18H24IN6O8 | ωB97M-V/def2-TZVPD

Last column: Löwdin charge in e.
Element x y z (Å)
O -6.06 3.06 -1.79  0.002
O -0.28 4.01 -3.18  -0.078
O -3.79 3.22 -5.88  0.021
O 0.14 2.19 -1.98  -0.058
I 2.12 -5.63 6.02  0.718
N 1.92 -6.82 0.92  0.116
N 2.11 -4.51 0.46  0.143
O 2.29 -0.23 5.40  -0.074
O 3.20 -0.89 2.62  -0.015
O 1.23 -0.26 0.29  0.007
O 0.05 0.93 2.50  0.006
C -4.90 3.37 -2.01  -0.564
C -0.59 2.88 -2.72  -0.721
C -2.84 3.50 -5.14  -0.454
C 2.12 -4.63 4.01  -0.500
C 2.25 -3.28 3.80  -0.083
C 2.00 -5.78 0.08  -0.180
C 1.92 -6.52 2.20  -0.400
C 2.13 -4.26 1.76  -0.252
C 2.04 -5.26 2.70  -0.160
N 1.85 -7.61 2.99  0.135
N -1.67 3.94 -5.62  0.028
N 2.26 -3.05 2.42  0.056
N -4.32 3.06 -3.17  0.107
C -4.13 4.14 -0.96  0.006
C -1.36 4.10 -7.03  -0.066
C 2.68 0.73 4.40  -0.168
C 2.44 -1.75 1.76  -0.178
C 2.39 0.25 2.97  -0.241
C 1.10 -1.05 1.49  -0.232
C 0.94 -0.17 2.72  -0.260
C -1.97 2.31 -3.06  -0.062
C -2.95 3.38 -3.60  -0.208
H 2.58 0.05 6.28  0.097
H 0.52 0.42 0.21  0.106
H -0.01 1.50 3.28  0.102
H 2.36 -2.53 4.57  0.110
H 1.98 -5.99 -0.98  0.106
H 2.25 -7.46 3.91  0.006
H 2.09 -8.44 2.48  0.103
H -0.94 4.12 -4.93  0.097
H -4.90 2.60 -3.85  0.141
H -4.75 4.25 -0.07  0.077
H -3.22 3.60 -0.71  0.079
H -3.87 5.12 -1.35  0.082
H -1.95 4.92 -7.45  0.077
H -0.30 4.32 -7.15  0.080
H -1.60 3.18 -7.57  0.078
H 3.75 0.93 4.49  0.124
H 2.15 1.67 4.57  0.120
H 2.97 -1.90 0.81  0.170
H 2.64 1.06 2.28  0.169
H 0.28 -1.76 1.39  0.161
H 0.58 -0.78 3.56  0.156
H -1.87 1.51 -3.79  0.122
H -2.38 1.87 -2.15  0.107
H -2.68 4.35 -3.19  0.137

## Properties
Total charge: -1
HOMO, eV: -5.09
LUMO level, eV: 1.33
HOMO-LUMO gap, eV: 6.414

No. 4
C18H24N2O2ReSi | ωB97M-V/def2-TZVPD

Last column: Löwdin spin population.
Element x y z (Å)
Re 0.57 0.93 -0.04  1.129
N 4.61 1.59 0.40  0.004
C 3.32 1.70 0.47  0.004
O 2.57 0.71 0.12  0.012
C 2.61 2.92 0.95  -0.003
C 1.18 2.88 0.38  0.011
H 5.03 0.72 0.10  0.000
H 5.21 2.35 0.66  0.000
H 3.15 3.83 0.72  -0.001
H 2.57 2.83 2.04  0.000
H 1.16 3.38 -0.61  0.011
H 0.51 3.43 1.04  0.009
C -3.33 1.82 -1.91  -0.003
Si -2.63 1.99 -0.22  -0.005
C -3.61 1.69 1.29  -0.004
C -1.90 3.68 -0.10  0.001
N -1.28 0.60 -0.18  -0.125
C -1.77 -0.73 -0.30  -0.004
C -3.10 -1.12 -0.42  -0.022
C -3.43 -2.46 -0.53  0.003
C -2.43 -3.42 -0.53  -0.034
C -1.10 -3.06 -0.40  0.005
C -0.81 -1.73 -0.29  -0.023
O 0.51 -1.24 -0.18  0.032
C 1.61 -2.16 -0.01  0.001
C 2.47 -2.31 -1.07  0.001
C 3.55 -3.17 -0.90  0.000
C 3.72 -3.85 0.30  0.000
C 2.82 -3.66 1.34  0.000
C 1.74 -2.80 1.20  0.000
H -3.83 2.76 -2.16  0.000
H -4.05 1.01 -2.05  0.000
H -2.52 1.67 -2.63  0.000
H -4.27 2.55 1.43  -0.001
H -2.94 1.63 2.14  0.000
H -4.23 0.79 1.28  0.000
H -2.75 4.34 -0.27  0.000
H -1.15 3.91 -0.87  0.000
H -1.50 3.91 0.89  0.000
H -3.90 -0.39 -0.41  -0.001
H -4.47 -2.75 -0.62  0.001
H -2.69 -4.47 -0.63  -0.002
H -0.31 -3.80 -0.40  0.001
H 2.30 -1.78 -2.00  0.000
H 4.24 -3.33 -1.72  0.000
H 4.55 -4.53 0.42  0.000
H 2.96 -4.19 2.28  0.000
H 1.03 -2.65 2.00  0.000

## Properties
Total charge: +2
Multiplicity: 2
HOMO (alpha / beta), eV: -15.06 / -15.05
LUMO level (alpha / beta), eV: -8.79 / -8.36
HOMO-LUMO gap (alpha / beta), eV: 6.274 / 6.691
ΔE to the lowest compared entry with this formula, charge and spin, kcal/mol: 27.9

No. 5
C18H24N2O4S | ωB97M-V/def2-TZVPD

Last column: Löwdin charge in e.
Element x y z (Å)
C -3.10 3.85 0.12  -0.010
H -3.59 2.91 -0.34  0.115
O -1.92 3.49 0.88  -0.030
C -0.99 2.86 0.45  -0.443
C -0.99 2.46 -0.95  0.055
C 0.12 1.61 -1.07  -0.050
C 1.05 1.33 -0.09  -0.271
C 1.27 1.95 0.99  -0.136
C 2.32 1.80 1.95  -0.004
C 2.14 2.25 3.20  -0.145
C 1.23 2.99 3.73  -0.066
C 0.16 3.31 2.75  0.133
C -0.05 2.74 1.29  0.002
H -0.77 3.73 3.06  0.077
H 1.04 3.50 4.52  0.042
H 2.92 2.15 4.07  0.160
H 2.97 1.17 1.65  0.012
S 2.39 0.15 -0.74  0.626
O 3.86 0.35 -0.28  -0.330
O 2.39 0.05 -2.12  -0.295
N 2.03 -1.27 -0.35  -0.115
H 1.34 -1.78 -0.70  0.004
C 1.76 -1.66 1.16  -0.038
C 0.16 -1.55 1.56  -0.134
C -0.37 -2.52 0.53  -0.271
N -0.46 -2.60 -0.83  -0.237
C -1.55 -1.53 -1.46  0.012
C -0.85 -1.49 -2.88  -0.187
H -1.76 -0.74 -3.27  0.163
O -1.18 -2.73 -3.51  -0.141
C -0.14 -3.63 -2.95  -0.158
C -0.59 -3.71 -1.54  -0.303
H 0.11 -4.57 -1.00  0.177
H -1.75 -4.15 -1.41  0.181
H -0.46 -4.51 -3.48  0.121
H 0.95 -3.40 -2.95  0.151
H 0.09 -0.99 -3.11  0.101
H -1.35 -0.74 -0.69  0.115
H -2.40 -1.90 -1.28  0.024
H -0.14 -3.56 1.16  0.156
H -1.82 -2.68 1.03  0.171
H -0.21 -0.54 1.36  0.089
H -0.03 -1.53 2.52  0.052
H 1.88 -2.55 1.35  0.004
H 2.32 -0.78 1.71  0.134
H 0.23 1.05 -2.22  0.183
H -1.77 2.48 -1.54  0.044
H -3.91 4.45 0.58  0.090
H -2.59 4.51 -0.85  0.169

## Properties
HOMO, eV: -8.13
LUMO level, eV: -0.44
HOMO-LUMO gap, eV: 7.685
ΔE to the lowest compared entry with this formula, charge and spin, kcal/mol: 467.5

No. 6
C18H24N2O5S3 | ωB97M-V/def2-TZVPD

Last column: Löwdin charge in e.
Element x y z (Å)
C -3.84 -1.03 2.41  -0.089
C -3.37 -1.40 1.01  -0.275
C -2.81 -2.81 0.96  -0.225
S -1.14 -2.90 1.67  0.647
O -0.68 -4.26 1.61  -0.335
O -1.07 -2.23 2.94  -0.298
C -0.12 -1.99 0.52  -0.645
N -0.35 -0.80 0.09  0.021
C 0.62 -0.34 -0.74  -0.325
S 0.40 1.40 -1.12  0.741
O 0.16 1.56 -2.53  -0.312
O 1.54 2.10 -0.58  -0.298
C -1.07 1.82 -0.21  -0.305
C -2.28 1.85 -0.86  -0.049
C -3.42 2.18 -0.15  -0.031
C -3.35 2.48 1.21  -0.280
C -4.58 2.87 1.97  -0.052
C -2.11 2.43 1.85  -0.022
C -0.97 2.10 1.14  -0.045
C 1.67 -1.21 -0.97  -0.426
N 2.72 -1.12 -1.80  -0.126
C 3.90 -1.93 -1.60  -0.162
C 4.97 -1.09 -0.89  -0.104
C 5.32 0.14 -1.74  -0.403
O 6.30 0.94 -1.13  -0.020
C 4.04 0.93 -2.03  -0.107
C 2.97 0.03 -2.64  -0.125
S 1.36 -2.70 -0.07  1.154
H -4.20 -0.01 2.43  0.055
H -4.64 -1.69 2.74  0.079
H -3.01 -1.12 3.11  0.059
H -4.21 -1.33 0.31  0.116
H -2.60 -0.71 0.68  0.075
H -3.41 -3.52 1.53  0.111
H -2.68 -3.18 -0.06  0.106
H -2.31 1.64 -1.91  0.115
H -4.38 2.22 -0.65  0.117
H -4.74 3.95 1.88  0.088
H -4.48 2.63 3.02  0.079
H -5.46 2.37 1.57  0.080
H -2.05 2.65 2.90  0.119
H 0.00 2.07 1.62  0.120
H 3.65 -2.81 -1.01  0.081
H 4.27 -2.25 -2.58  0.134
H 5.87 -1.69 -0.73  0.123
H 4.60 -0.77 0.08  0.129
H 5.77 -0.19 -2.68  0.154
H 5.92 1.35 -0.35  0.097
H 4.25 1.75 -2.72  0.131
H 3.65 1.37 -1.11  0.102
H 2.04 0.59 -2.80  0.089
H 3.31 -0.35 -3.61  0.138

## Properties
HOMO, eV: -8.39
LUMO level, eV: 0.25
Structure (SMILES): CCCS(=O)(=O)c1nc(S(=O)(=O)c2ccc(C)cc2)c(N2CCC(O)CC2)s1
HOMO-LUMO gap, eV: 8.649
ΔE to the lowest compared entry with this formula, charge and spin, kcal/mol: 0.0

No. 7
C18H24N3 | ωB97M-V/def2-TZVPD

Last column: Löwdin charge in e.
Element x y z (Å)
C -0.28 -1.98 1.28  0.015
N 0.70 -0.95 1.70  -0.099
C 0.44 0.43 1.34  -0.232
C 1.23 1.00 0.34  -0.014
C 0.93 2.27 -0.13  -0.056
C -0.10 3.02 0.46  -0.057
C -0.88 2.45 1.47  -0.053
C -0.64 1.13 1.89  -0.006
C 1.82 -1.36 2.25  0.140
H -0.95 -1.52 0.55  0.110
H 0.26 -2.81 0.82  0.105
H -0.85 -2.37 2.14  0.111
H 2.05 0.40 -0.09  0.122
H 1.50 2.68 -0.97  0.117
H -0.32 4.03 0.10  0.119
H -1.69 3.02 1.92  0.118
H -1.26 0.66 2.65  0.126
H 2.53 -0.62 2.62  0.121
H 1.91 -2.42 2.47  0.106
C 7.27 -0.85 -2.01  -0.077
N 7.94 -0.90 -0.75  -0.226
C 9.28 -0.36 -0.77  -0.192
C 9.73 -0.37 0.69  -0.153
C 8.47 -0.64 1.51  -0.106
C 7.27 -0.60 0.50  -0.265
C 6.12 -1.56 0.77  -0.134
C 6.31 -2.90 0.43  0.000
C 5.32 -3.83 0.77  -0.021
C 4.12 -3.39 1.36  -0.119
N 3.92 -2.09 1.61  -0.016
C 4.88 -1.21 1.35  -0.061
H 6.42 -1.53 -2.05  0.079
H 6.95 0.17 -2.31  0.091
H 8.01 -1.18 -2.75  0.094
H 9.91 -0.96 -1.43  0.124
H 9.30 0.68 -1.17  0.123
H 10.45 -1.17 0.82  0.109
H 10.20 0.57 0.94  0.108
H 8.54 -1.64 1.95  0.113
H 8.34 0.09 2.31  0.113
H 6.88 0.44 0.54  0.147
H 7.24 -3.19 -0.08  0.136
H 5.44 -4.90 0.58  0.111
H 3.32 -4.08 1.63  0.114
H 4.66 -0.17 1.60  0.118

## Properties
Total charge: +1
HOMO, eV: -10.67
LUMO level, eV: -3.56
HOMO-LUMO gap, eV: 7.109
ΔE to the lowest compared entry with this formula, charge and spin, kcal/mol: 8.0

No. 8
C18H24N3O3PS2 | ωB97M-V/def2-TZVPD

Last column: Löwdin charge in e.
Element x y z (Å)
C -3.52 1.79 2.23  -0.048
C -2.63 1.63 1.03  -0.278
C -2.80 2.39 -0.13  -0.039
C -1.98 2.20 -1.23  -0.041
C -0.96 1.25 -1.18  -0.033
C -0.77 0.52 -0.03  -0.227
C 0.38 -0.47 -0.07  -0.092
C 0.14 -1.73 0.70  -0.266
C 1.35 -2.64 0.86  -0.239
C 2.61 -2.11 1.52  -0.168
C 2.36 -1.15 2.71  -0.428
S 3.43 0.33 2.61  1.001
C 2.20 1.49 2.15  -0.715
N 1.13 1.69 2.85  0.064
N 0.39 2.64 2.14  0.082
C 1.08 2.92 1.10  -0.161
O 2.24 2.24 1.03  0.056
N 0.63 -3.81 1.49  0.167
C -0.57 -3.88 1.03  0.004
C -0.85 -2.78 0.08  -0.360
P -0.64 -3.27 -1.70  0.393
S -2.17 -4.27 -2.33  0.155
C -1.60 0.69 1.08  -0.042
H -4.21 0.94 2.27  0.078
H -4.08 2.72 2.22  0.074
H -2.91 1.71 3.13  0.074
H -3.60 3.12 -0.13  0.107
H -2.13 2.80 -2.11  0.111
H -0.31 1.08 -2.04  0.063
H 1.26 0.03 0.32  0.110
H 0.57 -0.70 -1.11  0.110
H -0.17 -1.57 1.73  0.131
H 1.69 -3.08 -0.07  0.139
H 3.24 -2.93 1.86  0.118
H 3.14 -1.57 0.74  0.109
H 1.35 -0.78 2.76  0.053
H 2.62 -1.62 3.65  0.072
H 0.81 3.61 0.32  0.146
H 0.99 -4.44 2.18  0.187
H -1.30 -4.62 1.34  0.162
H -1.87 -2.42 0.11  0.126
H 0.56 -4.00 -1.79  -0.009
H -0.42 -2.10 -2.45  0.016
H -1.47 0.13 2.00  0.109
C 1.19 3.19 -4.66  -0.049
C 0.67 1.74 -4.77  -0.776
O 0.42 1.32 -5.90  -0.061
O 0.55 1.13 -3.67  -0.145
H 1.26 3.66 -5.64  0.055
H 0.51 3.78 -4.04  0.051
H 2.17 3.20 -4.19  0.055

## Properties
HOMO, eV: -6.49
LUMO level, eV: -2.62
HOMO-LUMO gap, eV: 3.871
ΔE to the lowest compared entry with this formula, charge and spin, kcal/mol: 5.5

No. 9
C18H24N3O4PS | ωB97M-V/def2-TZVPD

Last column: Löwdin charge in e.
Element x y z (Å)
N -0.71 -5.18 2.54  -0.329
P -1.49 -4.19 1.58  0.733
C -0.48 -2.67 1.28  -0.332
N -0.30 -1.97 2.38  0.139
C 0.48 -0.87 2.21  -0.205
C 0.77 -0.07 3.34  -0.026
C 1.54 1.03 3.27  -0.057
C 2.13 1.41 2.01  -0.031
C 1.88 0.64 0.92  -0.167
C 2.53 1.01 -0.41  -0.090
C 3.49 -0.11 -0.92  -0.163
O 3.19 -0.50 -2.27  -0.010
C 2.93 -1.81 -2.41  -0.365
O 2.29 -2.26 -3.33  0.059
C 1.03 -0.53 0.97  -0.140
N 0.82 -1.22 -0.19  0.221
C 0.07 -2.29 0.01  -0.245
C -0.19 -3.14 -1.26  -0.131
C -0.77 -2.17 -2.33  -0.256
C -2.10 -1.54 -1.84  -0.540
S -2.08 0.29 -1.97  0.712
H 0.18 -4.74 2.73  -0.054
H -1.81 -4.86 0.38  -0.011
H -2.71 -3.78 2.19  0.000
H 0.36 -0.34 4.31  0.119
H 1.75 1.64 4.14  0.111
H 2.76 2.28 1.89  0.118
H 1.79 1.29 -1.17  0.127
H 3.18 1.88 -0.25  0.112
H 4.54 0.20 -0.88  0.126
H 3.36 -0.95 -0.22  0.106
H 3.28 -2.54 -1.64  0.152
H 0.78 -3.52 -1.61  0.107
H -0.96 -3.89 -1.11  0.066
H -1.00 -2.76 -3.23  0.115
H -0.03 -1.41 -2.60  0.076
H -2.38 -1.81 -0.82  0.058
H -2.92 -1.89 -2.49  0.069
H -3.36 0.65 -2.25  -0.145
O 0.26 3.52 1.34  0.126
C -0.64 3.79 0.60  -0.471
C -1.75 4.79 0.86  -0.072
C -2.78 4.42 -0.20  -0.153
C -1.90 3.85 -1.31  -0.170
O -0.79 3.24 -0.63  0.004
H -1.35 5.80 0.71  0.132
H -2.14 4.68 1.87  0.126
H -3.39 5.25 -0.53  0.117
H -3.44 3.64 0.19  0.120
H -1.52 4.62 -1.98  0.130
H -2.42 3.10 -1.90  0.081

## Properties
HOMO, eV: -8.46
LUMO level, eV: -0.66
Structure (SMILES): N=[PH2]c1nc2cccc(CCOC=O)c2nc1CCCS.O=C1CCCO1
HOMO-LUMO gap, eV: 7.802

Computed values of energy (unit: hartree) for the preceding records, in sequence: -1614.2074, -3369.9620, -1928.6003, -1327.4781, -1508.2848, -2380.5354, -864.2847, -2227.8751, -1905.0158.
Computed values of largest force on an atom (unit: eV/A) for the preceding records, in sequence: 2.3, 7.9, 2.2, 1.8, 15.1, 0.9, 2.1, 1.6, 2.2.